DFT (wB97M-V/def2-TZVPD) results for a structure of composition C47H55BrLaN13O2.

Results
**HOMO level (spin up / spin down)**: -9.49 / -9.62 eV
**Gap between HOMO and LUMO (spin up / spin down)**: 0.1498 / 0.1546 hartree
**Electronic energy**: -5291.4414 a.u.
**Relative energy (zero: lowest compared OMol25 entry of this formula, charge and spin)**: 0.00 kcal per mole
**Total charge**: +2

Element x y z (Å)
La 0.52421 -0.91892 0.36714
C -5.31263 2.93099 -1.07938
C -3.87708 2.47193 -1.12039
C -2.86589 3.27889 -1.57097
C -1.49525 2.88733 -1.58336
C -0.59054 3.89963 -2.01161
N 0.78171 4.03674 -1.78401
C 1.35412 3.67337 -0.49749
C 0.79057 4.52072 0.64892
C 1.29996 4.05803 2.00566
N 0.54788 2.90965 2.52017
C 0.16567 2.80541 3.74786
C -0.47451 1.69710 4.35716
C -0.79269 1.83743 5.71753
C -1.43107 0.85093 6.43200
C -1.77228 0.99423 7.89443
C -1.78095 -0.28905 5.72014
C -1.50409 -0.51919 4.36406
C -2.13260 -1.73451 3.89847
N -2.19280 -2.39721 2.79187
C -3.27031 -3.40048 2.63777
C -4.34810 -2.74993 1.76150
C -3.77875 -2.16647 0.46647
N -2.59403 -1.29874 0.73777
C -1.87163 -0.73332 -0.46515
C -2.23058 0.69662 -0.77252
C -3.53473 1.17375 -0.71661
C -1.16531 1.55183 -1.17860
O 0.09092 1.09222 -1.21400
C -0.77108 0.49090 3.62457
O -0.39874 0.36993 2.42255
H -5.40190 3.97979 -1.36109
H -5.73100 2.81617 -0.07744
H -5.93351 2.34569 -1.76092
H -3.10018 4.28703 -1.90024
H -1.02844 4.73696 -2.54411
H 1.12865 4.92665 -2.10591
H 2.43621 3.82089 -0.55914
H 1.15730 2.61202 -0.33994
H -0.30137 4.47858 0.62572
H 1.08052 5.56392 0.51123
H 1.22439 4.85307 2.74585
H 2.35369 3.77358 1.93066
H 0.33411 2.11063 1.92151
H 0.38185 3.66615 4.37643
H -0.52703 2.76686 6.21341
H -1.52330 1.98858 8.25992
H -1.22472 0.26890 8.49794
H -2.83680 0.83007 8.06303
H -2.32023 -1.06272 6.25988
H -2.75494 -2.18637 4.66535
H -3.67523 -3.69819 3.60380
H -2.84518 -4.27724 2.15309
H -4.83580 -1.95879 2.33933
H -5.11020 -3.48802 1.51341
H -4.53555 -1.59873 -0.07168
H -3.41885 -2.95786 -0.19078
H -2.16673 -1.36849 -1.30064
H -4.34230 0.51693 -0.39939
Br -2.54101 -3.23204 -6.56060
C -1.58639 -3.18467 -4.92673
C -1.08558 -4.34646 -4.36846
C -0.39449 -4.29327 -3.16616
C -0.14786 -3.07430 -2.51460
C -0.65278 -1.91142 -3.12042
C -1.39402 -1.96978 -4.28774
N 0.50452 -2.96374 -1.28752
C 1.23539 -3.99859 -0.84358
C 1.84718 -4.03550 0.42927
C 2.55797 -5.19517 0.83576
C 3.12546 -5.25220 2.07591
C 2.99195 -4.15008 2.94517
C 2.29475 -3.05934 2.49622
N 1.73189 -2.96490 1.27860
H -1.25671 -5.29850 -4.85390
H -0.07524 -5.22516 -2.71928
H -0.50086 -0.95532 -2.62662
H -1.85824 -1.08048 -4.69410
H 1.39569 -4.87635 -1.46421
H 2.63188 -6.03143 0.15276
H 3.66528 -6.13555 2.39193
H 3.41913 -4.15693 3.93766
H 2.16364 -2.19790 3.14864
N 4.60724 -1.29654 -2.22406
C 3.33048 -1.65057 -2.05577
N 2.85143 -1.03659 -0.99906
C 3.91223 -0.31333 -0.54323
N 5.00227 -0.44876 -1.25956
C 3.88197 0.44117 0.71776
C 4.97909 1.20571 1.11826
N 5.02608 1.80266 2.29984
C 3.98704 1.60464 3.10754
C 2.88822 0.86833 2.70565
N 2.80917 0.30675 1.49935
H 5.26478 -1.60152 -2.92332
H 2.79115 -2.33092 -2.69697
H 5.82883 1.31790 0.45645
H 4.03652 2.05252 4.09314
H 2.04590 0.72067 3.37200
C -1.54853 -2.07276 1.52127
H -1.49541 -3.02496 0.98553
H -2.88410 -0.50760 1.31523
N 0.84976 2.11751 -5.79760
C 1.18508 2.73359 -4.46281
C 2.33920 1.95027 -3.85353
N 2.04599 0.53309 -3.71516
C 1.62711 -0.06413 -4.97123
C 0.46787 0.67319 -5.63307
H 1.66806 2.17457 -6.40665
H 0.09860 2.63402 -6.25228
H 0.29916 2.65331 -3.83376
H 1.42572 3.78326 -4.61877
H 2.55062 2.37648 -2.87553
H 3.23528 2.06663 -4.47646
H 1.36137 0.40438 -2.96924
H 1.31828 -1.09549 -4.81188
H 2.48352 -0.07223 -5.65645
H -0.41195 0.65791 -4.99545
H 0.21753 0.26004 -6.60945

Atomic partial charges in e from the Mulliken method, atoms 1 to 5: 2.482, -1.639, -0.134, -1.321, 1.143